No. 1
Below is an isolated molecule of C5H11N at a distorted geometry, with properties calculated with ωB97M-V with the def2-TZVPD basis set.

Positions of all 17 atoms, in Å:
C  -1.89686  1.06873  -0.19934
C  -1.34016  -0.34530  -0.34377
N  -0.37305  -0.53538  0.70614
C  0.70905  -1.45935  0.84364
C  0.95165  0.01341  0.73859
C  1.82896  0.34806  -0.51730
H  -2.64837  1.30615  -0.95742
H  -2.34991  1.19797  0.78888
H  -1.08657  1.79987  -0.28628
H  -2.14203  -1.07635  -0.18744
H  -0.92517  -0.51031  -1.34980
H  0.70397  -2.05832  1.75449
H  1.19817  -1.82101  -0.06441
H  1.10381  0.70365  1.56898
H  2.71634  0.86907  -0.14728
H  1.31857  0.99367  -1.23628
H  2.23159  -0.49455  -1.11140

Calculated values
* energy above the lowest of the compared OMol25 structures with the same formula, charge and spin: 41.9 kcal/mol
* total charge: 0
* E: -251.795713 a.u.
* orbital gap: 10.039 eV



No. 2
Below is an isolated ion of composition C7H12ClFN2 and charge +2 at a distorted geometry, with properties calculated with ωB97M-V with the def2-TZVPD basis set.

Positions of all 23 atoms, in Å:
C  -1.47680  -0.23601  -0.12521
C  -1.03655  -0.94261  -1.15979
C  0.48020  -0.61745  1.11944
C  0.29085  1.33156  -0.43530
C  0.84566  -1.59998  -0.02313
C  0.95446  0.42097  -1.44876
C  -0.93441  1.17628  1.73475
N  -0.36407  0.42183  0.60059
N  0.34641  -1.01804  -1.35795
F  0.71385  -1.75821  -2.41977
Cl  0.43232  1.91583  2.75101
H  -2.47629  0.15008  -0.05217
H  -1.85459  -1.16124  -1.90595
H  -0.09704  -1.00113  1.87024
H  1.40856  -0.12824  1.50477
H  1.04221  1.96414  0.07160
H  -0.49677  1.91031  -0.72821
H  1.99205  -1.69190  -0.14761
H  0.35678  -2.62168  0.16857
H  0.88810  0.66708  -2.51645
H  1.94611  0.14379  -1.25844
H  -1.48496  2.02376  1.30484
H  -1.47606  0.65085  2.45293

Calculated values
* energy above the lowest of the compared OMol25 structures with the same formula, charge and spin: 38.6 kcal/mol
* total charge: +2
* E: -942.659906 a.u.
* orbital gap: 10.681 eV



No. 3
Below is C24H29N7O5PSSn as an isolated structure, with properties calculated with ωB97M-V with the def2-TZVPD basis set.

Positions of all 68 atoms, in Å:
Sn  0.63080  0.56781  -0.77578
C  0.65578  3.35035  2.84934
C  0.95150  2.39626  1.74840
N  0.30941  2.29528  0.65087
N  -0.69540  3.11877  0.23739
C  -0.74782  3.38217  -1.09595
N  -1.66311  4.21359  -1.52913
S  0.39109  2.67796  -2.17997
C  2.14149  1.49459  1.81805
C  3.02443  1.54833  2.87708
C  4.15385  0.73592  2.85852
C  4.34909  -0.11682  1.78819
C  3.41883  -0.11881  0.76036
N  2.35469  0.68134  0.76221
H  -0.32148  3.81617  2.75349
H  1.41186  4.13972  2.87491
H  0.68541  2.83150  3.80771
H  -1.24571  3.63645  0.91111
H  -2.31778  4.68528  -0.91878
H  -1.73827  4.40349  -2.51913
H  2.84709  2.21529  3.70825
H  4.86275  0.77041  3.67538
H  5.20410  -0.77685  1.73921
H  3.52514  -0.78828  -0.08372
O  -3.63264  1.02465  0.54912
C  -4.16330  0.00479  -0.17019
C  -5.49814  -0.30682  0.05910
C  -6.10070  -1.33534  -0.63665
C  -5.38717  -2.08093  -1.58062
C  -4.06814  -1.78429  -1.81088
C  -3.42374  -0.74403  -1.10827
C  -2.02735  -0.47912  -1.38403
O  -1.49031  0.62575  -0.90633
N  -1.31754  -1.33892  -2.10178
N  -0.04051  -0.90996  -2.25791
C  0.74013  -1.33866  -3.16582
C  2.09488  -0.75965  -3.21452
C  2.98294  -1.06485  -4.22671
C  4.20349  -0.40119  -4.27632
C  4.48968  0.55724  -3.31803
C  3.55613  0.79840  -2.32338
N  2.39591  0.14170  -2.26018
H  -2.70622  1.10939  0.27515
H  -6.04750  0.28083  0.78222
H  -7.14356  -1.55828  -0.45405
H  -5.87459  -2.87144  -2.13292
H  -3.50404  -2.33592  -2.55063
H  0.40609  -2.06673  -3.89825
H  2.71220  -1.79638  -4.97689
H  4.91277  -0.62110  -5.06326
H  5.41652  1.11284  -3.33444
H  3.73662  1.53943  -1.55482
C  -1.31742  -3.53098  0.19827
O  -0.49970  -2.76014  1.12925
P  -0.06967  -1.25489  1.19255
O  -1.21177  -0.36049  1.80248
C  -2.00614  -0.76614  2.96632
O  1.02079  -1.31811  2.34827
C  1.79979  -2.50153  2.67867
H  -1.34687  -4.53009  0.61972
H  -0.85148  -3.53962  -0.77978
H  -2.31837  -3.10961  0.14844
H  -3.01313  -0.40770  2.78053
H  -1.58325  -0.29864  3.85076
H  -1.99863  -1.84824  3.07213
H  2.45892  -2.76670  1.85270
H  1.14207  -3.33263  2.91005
H  2.38517  -2.23582  3.55295

Calculated values
* energy above the lowest of the compared OMol25 structures with the same formula, charge and spin: 0.0 kcal/mol
* total charge: +3
* E: -2644.457844 a.u.
* orbital gap: 5.861 eV



No. 4
Below is an isolated molecule of C2H3N at a distorted geometry, with properties calculated with ωB97M-V with the def2-TZVPD basis set.

Positions of all 6 atoms, in Å:
C  0.55757  -0.00553  0.00620
C  -0.92013  -0.00631  0.02080
H  0.85962  -0.20073  0.94503
H  0.83433  -0.80269  -0.64921
H  0.77969  1.02159  -0.32401
N  -2.11108  -0.00631  0.00119

Calculated values
* energy above the lowest of the compared OMol25 structures with the same formula, charge and spin: 8.3 kcal/mol
* total charge: 0
* E: -132.738467 a.u.
* orbital gap: 12.382 eV